{"formula": "C6H8N2", "method": "ωB97M-V/def2-TZVPD", "symbols": ["C", "C", "C", "C", "C", "C", "H", "H", "H", "H", "H", "H", "H", "H", "N", "N"], "coordinates": [[1.008, 2.481, 1.911], [0.877, 1.397, 1.404], [0.542, 0.066, 0.826], [0.209, -0.686, -1.559], [-0.633, -1.336, -0.583], [-0.949, -0.292, 0.364], [0.845, 3.354, 2.579], [0.987, -0.705, 1.530], [1.329, 0.935, -0.943], [-0.324, -0.027, -2.251], [0.783, -1.544, -2.027], [-0.036, -1.931, 0.014], [-2.658, -0.956, -0.524], [-1.091, 0.577, -0.256], [1.060, 0.054, -0.581], [-1.947, -1.387, 0.097]], "atomic_forces_ev_per_a": [[-0.762, 0.576, 1.119], [-0.985, -0.266, 0.069], [0.068, -0.384, 0.174], [1.171, -0.912, -0.962], [-1.888, -0.827, 1.560], [0.163, 1.838, -0.076], [0.671, -1.029, -1.191], [-0.371, 0.583, -1.152], [0.366, 0.930, 0.131], [0.304, -0.166, -0.171], [-0.287, 1.535, -0.252], [1.218, -2.307, 0.481], [0.310, -0.100, 0.766], [-1.157, 0.579, 0.167], [1.072, -0.817, -0.103], [0.109, 0.765, -0.562]], "smiles": "C#C[C@@H]1NC[C@@H]2N[C@@H]12", "gap_ev": 10.08, "e_above_lowest_ev": 6.842, "e_homo_ev": -9.088, "molar_mass_da": 108.144}

{"formula": "C6H8N2", "method": "ωB97M-V/def2-TZVPD", "symbols": ["C", "C", "C", "C", "N", "N", "C", "C", "H", "H", "H", "H", "H", "H", "H", "H"], "coordinates": [[-0.919, 0.970, 0.167], [-1.747, -0.279, 0.415], [0.697, 0.997, 0.291], [1.012, -0.446, 0.279], [1.445, 1.963, 0.478], [1.175, -1.081, 1.373], [1.206, -0.967, -1.042], [1.357, -1.469, -2.123], [1.016, 2.886, 0.543], [1.496, -2.038, 1.245], [-1.230, 1.756, 0.861], [-1.097, 1.344, -0.846], [-1.581, -1.020, -0.363], [-2.807, -0.026, 0.403], [-1.515, -0.695, 1.394], [1.490, -1.895, -3.077]], "atomic_forces_ev_per_a": [[1.059, 1.952, -0.175], [0.357, -0.040, 0.165], [-4.304, -1.500, 0.634], [2.569, -0.210, 0.468], [1.342, 0.476, 0.044], [0.022, 0.528, -0.215], [-0.018, -0.830, -0.485], [-0.118, 0.379, 0.558], [-0.366, -0.297, -0.150], [-0.359, -0.104, -0.296], [-0.126, 0.050, -0.128], [-0.176, 0.053, 0.024], [0.035, -0.228, 0.068], [0.034, 0.118, -0.049], [-0.026, -0.192, -0.071], [0.073, -0.156, -0.392]], "smiles": "[H]/N=C(C#C)/C(CC)=N/[H]", "gap_ev": 9.96, "e_above_lowest_ev": 3.181, "e_homo_ev": -9.481, "molar_mass_da": 108.144}

{"formula": "C6H8N2O", "method": "ωB97M-V/def2-TZVPD", "symbols": ["C", "C", "C", "C", "C", "C", "H", "H", "H", "H", "H", "H", "H", "H", "N", "N", "O"], "coordinates": [[-0.653, 2.060, -0.042], [-0.841, 0.508, -0.029], [-2.018, -0.251, -0.169], [-1.645, -1.572, -0.118], [0.199, -0.325, 0.227], [2.502, -0.408, -0.369], [-0.598, 2.474, 1.057], [0.454, 2.185, -0.214], [-1.417, 2.540, -0.615], [-3.013, 0.126, -0.394], [-2.202, -2.422, -0.135], [0.200, -2.428, 0.250], [1.847, 0.136, 1.401], [2.269, -0.627, -1.444], [-0.311, -1.613, 0.205], [1.509, -0.177, 0.523], [3.718, -0.205, -0.136]], "atomic_forces_ev_per_a": [[2.015, -1.786, 3.305], [0.303, 3.131, 0.511], [-0.343, -0.303, -0.783], [1.647, 2.243, 0.947], [-2.164, -2.049, -0.204], [3.790, 1.377, -1.008], [-0.990, -0.748, -1.810], [-1.309, 0.464, -1.099], [0.162, 0.633, -0.538], [0.340, -0.118, 0.133], [-1.439, -2.211, -0.245], [1.334, -1.772, 0.224], [0.077, 0.312, 0.912], [-0.724, -0.240, 0.961], [-1.916, 1.634, -0.637], [2.106, 0.186, -0.764], [-2.889, -0.753, 0.095]], "smiles": "Cc1cc[nH]c1NC=O", "gap_ev": 9.43, "e_above_lowest_ev": 0.685, "e_homo_ev": -8.600, "molar_mass_da": 124.143}

{"formula": "C6H8N2O", "method": "ωB97M-V/def2-TZVPD", "symbols": ["C", "C", "C", "C", "C", "C", "H", "H", "H", "H", "H", "H", "H", "H", "N", "N", "O"], "coordinates": [[2.510, -0.999, 0.446], [1.455, 0.060, -0.087], [0.068, -0.307, -0.041], [-1.793, -1.421, -0.145], [-2.148, -0.116, 0.061], [-0.773, 2.060, 0.217], [2.267, -0.896, 1.616], [3.429, -0.709, 0.244], [2.168, -1.790, -0.022], [-2.317, -2.275, -0.017], [-3.242, 0.499, 0.151], [-0.094, 2.375, 1.103], [-1.948, 2.423, 0.654], [-0.317, 2.457, -0.626], [-0.488, -1.586, -0.235], [-1.020, 0.607, 0.084], [1.838, 1.139, -0.594]], "atomic_forces_ev_per_a": [[-5.483, 4.857, 4.703], [3.388, 1.557, -1.288], [-4.393, -1.893, -0.671], [0.576, 1.358, 0.239], [-3.757, 2.951, 0.193], [-4.053, -0.006, 4.990], [0.777, -1.039, -2.466], [4.200, 1.323, -1.021], [-1.161, -4.814, -1.503], [-2.263, -2.246, -0.213], [3.406, -2.186, -0.202], [-1.023, -1.198, -1.348], [3.591, -0.304, -1.977], [0.025, 0.887, -1.778], [3.336, 3.025, 1.066], [3.922, -0.478, -0.056], [-1.090, -1.796, 1.332]], "smiles": "CC(=O)c1nccn1C", "gap_ev": 9.22, "e_above_lowest_ev": 2.810, "e_homo_ev": -8.901, "molar_mass_da": 124.143}

{"formula": "C6H8N2O", "method": "ωB97M-V/def2-TZVPD", "symbols": ["C", "C", "C", "C", "C", "C", "N", "N", "O", "H", "H", "H", "H", "H", "H", "H", "H"], "coordinates": [[-1.412, 0.060, 0.267], [0.837, 1.066, 0.003], [-0.337, 0.901, 0.907], [0.379, -0.626, 1.149], [-2.500, 0.540, -0.553], [2.263, -1.090, -0.633], [-0.830, -1.095, 0.364], [1.354, -0.268, 0.160], [1.185, 1.962, -0.709], [-0.631, 1.671, 1.633], [0.474, -1.153, 2.012], [-2.405, 0.184, -1.586], [-2.461, 1.705, -0.625], [-3.390, 0.177, -0.020], [3.225, -1.298, -0.130], [1.824, -2.108, -0.683], [2.426, -0.628, -1.558]], "atomic_forces_ev_per_a": [[3.805, -1.108, 0.271], [1.074, -1.492, -1.187], [0.739, -1.518, 2.168], [-3.608, 3.243, -3.989], [-0.914, 1.868, -0.342], [-0.543, -1.387, 2.403], [-1.688, -0.355, -0.194], [0.424, 2.221, 0.915], [0.307, 0.182, -0.139], [0.517, -0.203, -0.209], [1.073, -1.193, 2.485], [-0.340, -0.259, 0.370], [-0.315, -2.115, 0.390], [-0.379, 0.411, -0.805], [-0.224, 0.645, -0.082], [-0.072, 0.614, -0.622], [0.145, 0.448, -1.431]], "smiles": "CC1=N[C@@H]2[C@H]1C(=O)N2C", "gap_ev": 9.94, "e_above_lowest_ev": 2.760, "e_homo_ev": -9.045, "molar_mass_da": 124.143}

{"formula": "C6H8N2O", "method": "ωB97M-V/def2-TZVPD", "symbols": ["N", "C", "C", "C", "C", "C", "N", "C", "H", "H", "H", "H", "H", "H", "O", "H", "H"], "coordinates": [[2.529, -0.777, 0.301], [1.633, 0.118, -0.024], [0.322, 0.298, 0.693], [-0.763, 1.177, 0.104], [-1.544, 0.282, -0.863], [-0.860, -1.069, -0.820], [-0.622, -0.869, 0.656], [-1.750, 0.170, 0.614], [0.518, 0.558, 1.744], [-0.848, 2.262, 0.096], [-2.216, 0.702, -1.609], [-1.568, -1.895, -0.956], [0.039, -1.262, -1.423], [-2.609, 0.216, 1.280], [2.293, 1.205, -0.320], [2.108, -1.651, 0.605], [3.338, 0.536, -0.076]], "atomic_forces_ev_per_a": [[-1.826, -1.239, -0.815], [3.056, 0.110, 3.536], [-0.868, -0.244, -1.377], [-0.115, 0.241, 0.194], [-0.162, 0.093, -0.189], [0.055, -0.158, -0.173], [-0.112, -0.133, 0.203], [-0.463, 0.089, 0.226], [0.235, -0.097, -0.461], [0.040, -0.341, -0.027], [0.210, -0.108, 0.239], [0.176, 0.213, 0.077], [-0.132, 0.092, 0.148], [0.263, -0.016, -0.241], [2.264, -0.016, -0.499], [0.310, -0.240, 0.198], [-2.931, 1.754, -1.039]], "gap_ev": 10.17, "e_above_lowest_ev": 5.024, "e_homo_ev": -9.436, "molar_mass_da": 124.143}

{"formula": "C6H8N2O", "method": "ωB97M-V/def2-TZVPD", "symbols": ["C", "C", "C", "C", "C", "C", "N", "N", "O", "H", "H", "H", "H", "H", "H", "H", "H"], "coordinates": [[-2.573, -0.032, -0.140], [-1.319, -0.716, -0.129], [-0.061, 0.258, -0.165], [1.274, -0.344, -0.079], [-1.259, -2.167, -0.077], [-0.149, 1.739, -0.151], [-3.628, 0.383, -0.169], [2.187, 0.552, 0.225], [1.479, -1.549, -0.207], [-0.940, -2.371, 0.900], [-2.197, -2.566, -0.317], [-0.371, -2.558, -0.611], [0.001, 2.212, 0.843], [-1.178, 2.020, -0.249], [0.451, 2.272, -0.910], [1.838, 1.439, 0.230], [3.116, 0.156, 0.395]], "atomic_forces_ev_per_a": [[1.906, -1.342, -0.017], [5.803, 6.165, -0.727], [-5.490, -4.291, 0.164], [-1.522, -2.108, -0.244], [1.798, 0.227, -0.906], [-1.066, 0.782, 0.576], [-1.977, 1.064, -0.007], [2.574, -2.659, 0.145], [0.379, 0.294, 0.089], [-0.019, -0.811, 1.905], [-1.101, -0.953, -0.272], [-0.921, 0.236, -0.323], [0.683, -0.487, -0.256], [-0.720, 0.243, -0.747], [-0.269, -0.396, 0.256], [0.412, 2.924, 0.466], [-0.471, 1.114, -0.102]], "smiles": "C/C(C#N)=C(/C)C(N)=O", "gap_ev": [8.28, 8.28], "e_above_lowest_ev": 1.932, "e_homo_ev": [-9.038, -9.038], "molar_mass_da": 124.143}

{"formula": "C6H8N2O2", "method": "ωB97M-V/def2-TZVPD", "symbols": ["C", "C", "C", "C", "C", "C", "H", "H", "H", "H", "H", "H", "H", "H", "N", "N", "O", "O"], "coordinates": [[1.943, -0.315, -0.474], [1.735, 0.163, 0.929], [0.573, -0.028, 1.639], [-0.215, -1.578, -0.148], [-1.998, 0.999, -0.787], [-0.837, 1.787, -0.606], [0.714, -1.363, -1.878], [2.359, 0.715, 1.516], [0.328, 0.255, 2.696], [-1.162, -1.449, 1.543], [-1.783, 0.024, -1.393], [-3.146, 1.137, -0.488], [0.023, 1.490, -1.026], [-0.849, 2.462, 0.101], [0.810, -1.102, -0.929], [-0.435, -0.978, 1.115], [2.903, 0.118, -1.149], [-0.961, -2.336, -0.660]], "atomic_forces_ev_per_a": [[0.546, 1.706, -0.406], [-3.867, -1.565, 0.359], [-1.272, -3.327, -0.947], [0.546, 2.476, 1.191], [1.724, 0.011, -0.957], [-7.055, -4.725, -1.508], [0.314, -0.358, -0.982], [2.458, 1.598, 0.450], [0.635, 0.123, -1.355], [-1.586, -0.402, 1.768], [-0.923, 1.961, 0.837], [3.093, 0.024, -0.242], [2.915, -0.984, -1.458], [0.038, 4.085, 3.084], [3.062, 1.930, 1.687], [4.400, 1.637, -2.344], [-2.870, -1.990, 1.188], [-2.160, -2.201, -0.363]], "smiles": "O=c1cc[nH]c(=O)[nH]1.C=C", "gap_ev": 9.77, "e_above_lowest_ev": 2.652, "e_homo_ev": -9.628, "molar_mass_da": 140.142}

{"formula": "C6H8N2O2", "method": "ωB97M-V/def2-TZVPD", "symbols": ["C", "N", "C", "C", "O", "C", "C", "N", "C", "H", "H", "H", "H", "H", "H", "O", "H", "H"], "coordinates": [[-2.784, 0.184, 1.322], [-3.131, 1.085, 0.234], [-3.139, 2.520, 0.336], [-1.965, 3.044, 1.145], [-1.110, 3.759, 0.267], [-1.021, 2.340, 0.247], [0.261, 1.743, 0.548], [1.293, 1.299, 0.823], [-2.175, 1.788, -0.579], [-1.989, 0.560, 1.982], [-3.684, 0.011, 1.925], [-2.465, -0.772, 0.888], [-4.035, 3.081, 0.070], [-1.872, 3.238, 2.213], [-2.190, 1.690, -1.664], [2.407, -1.098, -0.858], [2.661, -0.552, -0.099], [1.731, -0.580, -1.347]], "atomic_forces_ev_per_a": [[0.102, -0.027, 0.141], [-0.199, -0.006, -0.258], [-0.204, 0.019, 0.078], [-0.052, -0.120, 0.287], [0.206, 0.323, -0.080], [-0.008, -0.276, -0.037], [0.764, -0.102, 0.412], [-1.043, 0.326, -0.375], [0.085, -0.103, -0.088], [-0.106, -0.113, -0.111], [0.228, 0.031, -0.169], [-0.082, 0.243, 0.141], [0.308, -0.168, 0.057], [0.011, -0.045, -0.323], [-0.004, 0.037, 0.330], [-0.457, 0.380, -0.360], [-0.290, -0.007, -0.303], [0.742, -0.392, 0.657]], "smiles": "CN1[C@@H]2[C@H]1[C@@]1(C#N)O[C@@H]21.O", "gap_ev": 10.60, "e_above_lowest_ev": 4.546, "e_homo_ev": -9.889, "molar_mass_da": 140.142}

{"formula": "C6H8N2O2", "method": "ωB97M-V/def2-TZVPD", "symbols": ["O", "C", "C", "N", "C", "C", "C", "C", "N", "H", "H", "H", "H", "H", "H", "O", "H", "H"], "coordinates": [[0.460, -0.710, 2.194], [-0.332, -0.501, 1.077], [-1.251, 0.739, 1.079], [-0.368, 1.382, 0.098], [0.372, 0.158, -0.191], [1.831, 0.276, -0.120], [3.040, 0.314, -0.116], [-0.003, -0.585, -1.479], [-1.284, -0.687, -1.842], [0.997, 0.068, 2.377], [-0.819, -1.455, 0.849], [-2.268, 0.517, 0.721], [-1.316, 1.264, 2.043], [-0.755, 1.929, -0.663], [4.109, 0.430, -0.101], [0.658, -1.585, -1.837], [-1.839, 0.154, -1.755], [-1.233, -1.709, -2.334]], "atomic_forces_ev_per_a": [[0.011, -0.084, 0.035], [-0.181, -0.304, -0.398], [-0.341, 0.051, 0.140], [-0.167, 0.459, 0.064], [0.646, 0.636, -0.733], [1.204, -0.024, -0.085], [-0.852, 0.276, 0.145], [0.948, -4.342, 1.246], [0.236, -1.156, -0.917], [0.041, 0.082, -0.080], [0.125, 0.270, 0.062], [0.198, 0.039, 0.122], [0.030, -0.135, -0.247], [0.111, -0.125, 0.141], [-0.465, -0.157, -0.010], [0.739, 1.813, 0.346], [-0.875, -0.836, -0.598], [-1.408, 3.538, 0.767]], "smiles": "C#C[C@]1(C(N)=O)NC[C@@H]1O", "gap_ev": 9.82, "e_above_lowest_ev": 4.332, "e_homo_ev": -9.361, "molar_mass_da": 140.142}

{"formula": "C6H8N2O2", "method": "ωB97M-V/def2-TZVPD", "symbols": ["C", "C", "C", "C", "C", "C", "N", "N", "O", "O", "H", "H", "H", "H", "H", "H", "H", "H"], "coordinates": [[0.070, -0.241, 0.732], [1.007, -0.916, 0.147], [0.435, 1.181, 0.624], [-2.831, -0.789, -0.190], [2.028, -0.109, -0.613], [1.807, 1.299, -0.072], [-2.640, -1.863, 0.123], [-3.160, 0.467, -0.323], [1.147, -2.236, 0.070], [-0.280, 2.125, 0.886], [2.941, -0.613, -0.381], [1.787, -0.131, -1.654], [1.787, 2.316, -0.631], [2.552, 1.288, 0.721], [0.402, -2.623, 0.397], [-0.835, -0.716, 1.130], [-2.390, 0.943, 0.052], [-3.825, 0.620, -1.018]], "atomic_forces_ev_per_a": [[-1.730, 1.379, 1.420], [1.792, -1.093, -1.936], [-0.694, -0.019, -0.676], [-1.283, -0.188, 0.217], [-1.049, -0.037, 0.253], [-0.324, 0.974, 1.021], [0.823, -2.579, 0.212], [0.378, -1.268, 0.780], [3.147, 1.390, -1.674], [-0.049, 0.144, 0.221], [1.165, 0.290, -0.344], [0.060, -0.518, -0.810], [0.475, -2.219, 0.438], [0.042, 1.040, 0.331], [-3.328, -2.000, 1.535], [0.573, 0.659, 0.266], [0.624, 2.614, -0.100], [-0.620, 1.431, -1.154]], "smiles": "O=C1C=C(O)CC1.N#CN", "gap_ev": 10.34, "e_above_lowest_ev": 2.254, "e_homo_ev": -9.663, "molar_mass_da": 140.142}

{"formula": "C6H8N2O2", "method": "ωB97M-V/def2-TZVPD", "symbols": ["O", "C", "C", "C", "C", "N", "C", "C", "N", "H", "H", "H", "H", "H", "H", "O", "H", "H"], "coordinates": [[2.175, 2.889, 1.012], [2.309, 1.688, 1.131], [1.288, 0.718, 0.717], [1.434, -0.611, 0.797], [0.191, -1.290, 0.257], [-0.753, -0.196, 0.197], [-0.045, 1.077, 0.126], [0.496, -1.940, -1.059], [0.706, -2.434, -2.084], [3.239, 1.254, 1.559], [2.304, -1.153, 1.166], [-0.156, -2.100, 0.920], [-1.551, -0.301, -0.424], [-0.563, 1.856, 0.705], [0.091, 1.468, -0.900], [-3.347, -0.229, -1.308], [-3.795, -0.248, -2.159], [-4.021, -0.448, -0.652]], "atomic_forces_ev_per_a": [[0.056, -0.652, 0.091], [0.131, 0.588, -0.072], [0.032, -0.641, 0.039], [0.024, 0.447, 0.012], [0.098, -0.269, 0.018], [-0.313, -0.052, 0.026], [-0.023, 0.288, -0.058], [0.119, -0.257, -0.737], [-0.186, 0.438, 0.930], [-0.189, 0.072, -0.063], [-0.230, 0.148, -0.137], [0.053, 0.223, -0.148], [0.337, -0.025, 0.021], [0.164, -0.213, -0.141], [-0.024, -0.090, 0.219], [-0.180, -0.039, 0.133], [0.039, -0.021, 0.017], [0.092, 0.053, -0.149]], "smiles": "N#C[C@H]1C=C(C=O)CN1.O", "gap_ev": 9.33, "e_above_lowest_ev": 1.858, "e_homo_ev": -9.304, "molar_mass_da": 140.142}

{"formula": "C6H8N2O2S", "method": "ωB97M-V/def2-TZVPD", "symbols": ["C", "C", "C", "C", "C", "C", "N", "N", "O", "O", "S", "H", "H", "H", "H", "H", "H", "H", "H"], "coordinates": [[2.245, -0.003, 1.364], [0.910, -0.018, 1.690], [2.547, -0.194, 0.000], [1.506, -0.345, -0.918], [-0.158, -0.040, 0.753], [-0.847, -0.455, -1.601], [0.195, -0.224, -0.583], [-1.461, -0.047, 1.015], [-3.883, 0.364, -0.260], [-2.187, 2.067, -0.760], [-2.888, 1.305, 0.280], [3.150, -0.017, 1.959], [0.652, -0.052, 2.816], [3.484, -0.317, -0.375], [1.755, -0.310, -1.972], [-0.364, -1.012, -2.364], [-1.623, -1.064, -1.185], [-1.257, 0.435, -2.009], [-1.776, -0.073, 2.151]], "atomic_forces_ev_per_a": [[-0.393, -0.963, -1.657], [0.621, 0.237, 3.312], [-3.869, -0.108, -0.602], [1.149, 1.433, 0.834], [-0.776, -0.795, -0.329], [0.770, -0.441, 0.418], [0.232, 0.263, 0.696], [-0.409, -0.221, 3.779], [1.098, 0.800, 0.622], [-0.006, -0.547, 0.799], [-1.449, 0.033, -1.347], [-0.692, 0.253, 0.937], [0.128, 0.330, -2.096], [2.624, -0.059, -0.766], [-0.328, -0.559, 0.004], [0.356, -0.510, -0.846], [-0.503, -0.194, 0.406], [-0.255, 0.848, -0.027], [1.702, 0.201, -4.136]], "gap_ev": 8.13, "e_above_lowest_ev": 2.322, "e_homo_ev": -8.356, "molar_mass_da": 172.209}